ORCA calculation (ωB97M-V with the def2-TZVPD basis set) on 9 unconnected molecules or ions with the total composition C20H59NO9.

As for the energy above the lowest of the compared OMol25 structures with the same formula, charge and spin: 12.96 kcal/mol. As for the SMILES: COC[C@H](C)N.CCO.CCO.CCO.CCO.CCO.CCO.CCO.CCO. The calculation puts the molecular weight at 457.7 g/mol. The value obtained for the HOMO energy is -9.6 eV. For the largest force on an atom, the calculation gives 2.66 eV Å⁻¹. The value obtained for the frontier orbital gap is 9.92 eV. The total energy is -1529.19418 Eh.

The geometry in XYZ format:
```
89
Properties=species:S:1:pos:R:3:forces:R:3:lowdin_charge:R:1
C 9.75694 15.40355 6.15601 1.22 -0.11 -1.67 -0.14
O 8.74642 15.23105 7.07854 0.02 -0.27 0.55 -0.15
C 9.09192 14.14133 7.87589 -0.66 -0.23 2.56 -0.22
C 8.14396 14.03142 9.12139 -0.36 0.81 -1.84 -0.41
C 8.12390 15.30609 9.89588 0.15 0.66 -0.18 -0.05
N 8.55511 12.83915 9.83509 -0.50 -1.09 -0.42 0.06
H 9.65760 14.63583 5.36213 0.11 0.40 0.02 0.10
H 10.79707 15.29456 6.53786 -0.62 -0.04 0.35 0.09
H 9.74039 16.39972 5.72175 -0.45 0.05 -0.11 0.09
H 9.01190 13.15335 7.45497 -0.07 -0.40 -1.20 0.12
H 10.11628 14.23225 8.21982 0.41 0.17 0.26 0.11
H 7.15513 13.96591 8.59193 0.29 -0.39 0.84 0.15
H 7.92014 16.09612 9.18834 -0.22 0.29 -0.29 0.07
H 9.09252 15.57528 10.28633 0.47 -0.19 0.53 0.08
H 7.35059 15.38007 10.64553 -0.13 -0.29 0.41 0.07
H 8.12937 12.68390 10.73742 -0.51 0.85 0.39 0.05
H 8.14318 12.06716 9.30169 0.78 -0.17 0.06 0.07
C 12.12307 8.05549 8.30026 0.93 0.21 -0.32 -0.08
C 12.36739 6.81879 9.17447 -0.71 0.06 0.81 -0.31
O 11.32708 5.85841 9.03738 -0.56 -0.36 -0.72 -0.10
H 12.94650 8.82702 8.41528 -0.94 -0.89 -0.13 0.09
H 11.18542 8.47421 8.65511 -0.10 0.29 -0.01 0.04
H 11.98606 7.83140 7.21429 0.32 -0.01 0.77 0.08
H 12.21172 7.12881 10.23957 0.73 -0.14 -0.86 0.08
H 13.31568 6.27791 9.07098 0.14 0.63 -0.14 0.11
H 11.26837 5.53554 8.11951 0.19 0.28 0.55 0.09
C 11.30250 6.97483 12.89339 -0.62 -0.12 0.96 -0.07
C 10.36777 7.78672 12.07208 -0.92 0.22 -1.01 -0.32
O 9.43699 8.51655 12.91969 1.46 -1.37 0.77 -0.08
H 12.09754 6.53799 12.30947 0.12 -0.23 -0.25 0.07
H 10.71795 6.18511 13.40712 0.56 0.34 -0.14 0.10
H 11.73792 7.65584 13.61335 0.27 -0.09 0.45 0.07
H 9.80929 7.10788 11.36445 0.39 0.77 0.52 0.13
H 10.89530 8.57016 11.50938 0.06 -0.54 -0.16 0.07
H 8.82744 8.88986 12.32289 -1.36 0.86 -0.90 0.02
C 14.50410 13.51603 9.08889 -0.96 0.42 -0.44 -0.07
C 13.35493 14.53962 9.10842 0.68 0.81 0.55 -0.31
O 12.65098 14.63989 10.34119 0.74 0.50 -0.20 -0.10
H 15.28216 13.80648 9.78747 0.03 -0.18 0.16 0.06
H 14.92222 13.49010 8.07510 0.03 -0.06 0.19 0.08
H 14.08000 12.53470 9.30966 0.34 -0.08 0.11 0.05
H 12.64487 14.35776 8.31306 -0.19 -0.28 -0.47 0.08
H 13.79667 15.54841 8.91876 -0.43 -0.62 0.16 0.12
H 12.36926 13.77718 10.66690 -0.31 -0.34 -0.16 0.03
C 16.42957 11.22429 13.01773 -0.76 0.00 0.18 -0.09
C 15.71564 12.59327 12.97009 -0.29 -0.65 0.88 -0.29
O 16.26045 13.36664 14.07710 0.17 -1.00 -0.83 -0.09
H 16.08225 10.53973 12.23884 -0.18 0.29 -0.16 0.06
H 16.28250 10.66186 13.95999 0.15 0.65 -0.26 0.08
H 17.47791 11.39293 12.82828 0.45 -0.04 0.20 0.06
H 14.60824 12.48671 13.09779 0.79 0.04 -0.14 0.10
H 15.90827 13.02142 11.97528 0.01 0.31 0.40 0.09
H 15.85323 14.22282 14.15903 -0.41 0.38 -0.27 0.07
C 12.84827 11.64784 15.51112 0.43 -1.01 -0.70 -0.07
C 11.52451 11.30808 14.88490 -0.78 1.50 -0.87 -0.38
O 11.30887 9.93962 14.92761 0.05 -1.49 0.07 -0.07
H 13.55373 10.87318 15.16218 0.08 0.52 0.02 0.08
H 12.74777 11.49043 16.56248 0.17 0.16 0.87 0.07
H 13.22165 12.64864 15.27835 -0.17 -0.19 0.06 0.08
H 11.44678 11.70356 13.85061 0.18 -0.18 0.26 0.10
H 10.73681 11.80946 15.43713 -0.34 0.35 0.24 0.10
H 10.43756 9.67588 14.58730 0.34 0.32 -0.08 0.07
C 7.02079 8.87361 9.82970 -0.27 -0.31 -1.04 -0.07
C 8.33584 8.89433 9.12320 0.98 -0.37 -0.18 -0.34
O 8.50289 10.09209 8.39683 0.11 0.86 -0.34 -0.09
H 6.98851 7.96682 10.42189 -0.24 -0.09 0.27 0.08
H 6.21250 8.86368 9.09408 -0.09 -0.01 0.22 0.09
H 6.92422 9.75126 10.43543 -0.16 0.48 0.56 0.06
H 8.45129 8.07842 8.41371 -0.17 -0.48 0.14 0.12
H 9.10980 8.76996 9.88919 0.29 0.15 -0.17 0.07
H 9.30408 10.08480 7.84380 -0.46 -0.24 0.49 0.10
C 7.86501 11.32215 13.44496 0.26 0.03 -0.32 -0.09
C 6.75374 12.32595 13.61385 -0.88 0.35 -0.16 -0.30
O 6.88957 13.34993 12.63076 0.37 0.60 0.23 -0.11
H 7.61194 10.42938 13.99337 0.36 -0.40 0.42 0.08
H 8.84412 11.73527 13.70193 -0.09 -0.14 0.40 0.07
H 7.98774 11.03378 12.38823 -0.43 0.13 0.16 0.06
H 6.69248 12.81776 14.62599 0.14 -0.83 -0.75 0.13
H 5.77220 11.85116 13.38573 0.61 0.27 0.36 0.12
H 7.57990 13.94073 12.97125 -0.25 -0.03 -0.39 0.09
C 12.60492 10.64238 11.29849 0.13 -0.83 -0.81 -0.06
C 11.28696 11.10981 10.74108 0.44 0.59 1.50 -0.32
O 11.08835 12.46217 11.12295 -0.67 0.04 -0.39 -0.12
H 12.68142 9.57999 10.98686 0.36 0.41 0.28 0.07
H 12.60513 10.67754 12.38562 0.31 0.16 -0.03 0.07
H 13.43227 11.19588 10.80814 -0.34 -0.27 0.68 0.07
H 10.47926 10.53447 11.18458 -0.27 -0.39 -0.20 0.09
H 11.32475 10.99387 9.68345 -0.36 -0.06 -1.13 0.10
H 10.19444 12.68342 10.74560 0.63 0.27 -0.03 0.05
```
Forces are in eV/Å.



ORCA calculation (ωB97M-V with the def2-TZVPD basis set) on a molecular structure, C32H28BrN5O5Pr.

As for the energy above the lowest of the compared OMol25 structures with the same formula, charge and spin: 17.39 kcal/mol. The calculation puts the molecular weight at 783.4 g/mol. As for the multiplicity: 3. The value obtained for the HOMO energy (spin up / spin down) is -10.4 / -10.4 eV. The expectation value of S² is 2.002. For the largest force on an atom, the calculation gives 1.88 eV Å⁻¹. As for the total charge: +1. The value obtained for the frontier orbital gap (spin up / spin down) is 7.47 / 7.48 eV. The total energy is -4977.16670 Eh.

The geometry in XYZ format:
```
72
Properties=species:S:1:pos:R:3:forces:R:3:mulliken_spin:R:1
Pr 0.26170 -0.59131 -0.34649 -0.55 0.14 -1.15 2.00
O 3.54471 -0.16052 2.41775 0.16 0.11 0.13 0.00
C 2.95677 -0.21479 3.63654 -0.19 -0.16 0.16 0.00
C 3.76859 -0.14290 4.76321 0.06 0.01 -0.10 0.00
C 3.21615 -0.26352 6.02575 -0.04 0.00 0.01 0.00
C 1.85194 -0.46536 6.18545 -0.07 -0.03 0.11 0.00
C 1.03789 -0.50827 5.06643 0.03 0.12 -0.01 0.00
C 1.56908 -0.35897 3.79228 0.11 -0.09 -0.31 0.00
C 0.66428 -0.32925 2.58008 -0.22 0.80 0.83 0.00
O 1.02510 -1.16207 1.55564 0.45 -0.38 0.66 0.00
N 0.67276 1.10267 2.09828 0.48 -0.21 0.29 0.01
N -0.14006 1.36217 1.05481 -0.57 0.58 0.50 0.00
C -0.68772 2.50352 0.87895 0.21 -0.06 0.24 0.00
C -1.52602 2.77863 -0.26755 -0.08 -0.15 -0.57 0.00
Br -1.21082 1.61540 -1.79654 -0.34 0.66 0.13 0.00
C -2.44879 3.73330 -0.40493 0.21 -0.08 -0.06 0.00
C -2.89206 4.63609 0.66091 -0.08 0.15 0.22 0.00
C -3.04145 4.21427 1.98611 -0.01 -0.03 -0.14 0.00
C -3.45124 5.10314 2.96552 0.00 0.01 0.06 0.00
C -3.72510 6.42341 2.63961 0.00 -0.04 0.00 0.00
C -3.61365 6.84408 1.32184 0.00 0.08 -0.04 0.00
C -3.21271 5.95770 0.33828 0.08 -0.12 -0.04 0.00
H 2.91578 -0.48742 1.76308 -0.16 -0.05 -0.15 0.00
H 4.83403 -0.01200 4.62479 -0.01 -0.02 0.00 0.00
H 3.85773 -0.21617 6.89580 0.02 0.00 -0.01 0.00
H 1.42679 -0.59198 7.17190 0.02 0.03 0.00 0.00
H -0.03226 -0.64595 5.18021 0.00 -0.01 -0.01 0.00
H -0.37095 -0.52633 2.91438 0.10 -0.18 -0.03 0.00
H 0.70246 1.79536 2.83920 -0.05 0.06 0.01 0.00
H -0.53157 3.32586 1.57503 -0.04 -0.03 0.08 0.00
H -2.89167 3.88326 -1.38258 -0.04 -0.05 0.01 0.00
H -2.88978 3.17297 2.23925 0.05 -0.02 0.01 0.00
H -3.56738 4.75983 3.98536 -0.01 0.01 -0.01 0.00
H -4.04277 7.11644 3.40700 0.00 0.00 -0.01 0.00
H -3.84236 7.86786 1.05674 0.00 -0.01 0.01 0.00
H -3.12739 6.28685 -0.69022 -0.01 0.03 0.01 0.00
C -3.07000 -2.64436 2.04874 0.01 0.11 -0.02 0.00
C -2.04122 -2.50222 0.96684 -0.31 -0.24 0.08 0.00
O -1.72960 -1.39031 0.51019 -0.93 -0.68 0.63 0.00
N -1.47332 -3.63223 0.53011 0.16 -0.01 0.01 0.00
C -0.36977 -3.69114 -0.43064 -0.26 0.41 -0.29 0.01
C -0.79850 -3.34137 -1.84538 -0.05 -0.13 0.02 0.00
C -1.08999 -4.33475 -2.76396 0.02 0.01 0.04 0.00
C -1.44367 -3.97524 -4.05524 -0.01 0.02 0.03 0.00
C -1.51227 -2.63123 -4.37616 -0.01 0.00 -0.02 0.00
C -1.22526 -1.70311 -3.39108 -0.01 -0.01 0.00 0.00
N -0.86813 -2.04002 -2.15202 -0.24 -0.38 -0.33 0.00
H -2.58334 -2.45669 3.00798 0.01 -0.01 -0.01 0.00
H -3.51731 -3.63559 2.06924 0.00 0.00 0.02 0.00
H -3.84210 -1.89106 1.91309 0.00 -0.01 -0.03 0.00
H -1.75713 -4.49543 0.96066 -0.04 -0.02 0.03 0.00
H 0.03073 -4.69971 -0.41613 0.10 0.01 0.09 0.00
H 0.43792 -3.01875 -0.11263 -0.01 -0.59 0.13 0.00
H -1.02516 -5.37551 -2.47591 0.03 0.00 -0.01 0.00
H -1.65595 -4.73317 -4.79709 -0.01 0.00 0.00 0.00
H -1.77621 -2.29959 -5.37004 -0.01 0.00 0.01 0.00
H -1.28424 -0.64376 -3.61037 0.04 0.01 0.00 0.00
O 2.39536 2.02923 -1.27166 0.37 0.02 -0.26 0.00
C 2.71926 0.98954 -1.80994 -0.19 0.33 0.27 0.00
N 2.10084 -0.20723 -1.50481 1.50 0.47 -1.02 0.00
C 2.50696 -1.19359 -2.35251 -0.20 -0.30 0.10 0.00
O 1.97496 -2.30072 -2.31585 0.43 -0.05 -0.13 0.00
C 3.57055 -0.63865 -3.23724 0.14 0.29 -0.04 0.00
C 4.34468 -1.21286 -4.22153 -0.04 -0.05 0.01 0.00
C 5.28518 -0.40237 -4.85512 -0.01 -0.10 -0.03 0.00
C 5.43238 0.93376 -4.50785 0.00 0.10 0.04 0.00
C 4.64059 1.51464 -3.51766 -0.04 0.04 0.00 0.00
C 3.71350 0.71126 -2.89272 0.05 -0.32 -0.13 0.00
H 4.22663 -2.25550 -4.48587 0.02 0.00 0.00 0.00
H 5.91339 -0.82453 -5.62837 0.01 0.02 0.00 0.00
H 6.17720 1.53560 -5.01159 0.00 -0.02 -0.01 0.00
H 4.74865 2.55557 -3.24361 0.01 0.00 -0.01 0.00
```
Forces are in eV/Å.



ORCA calculation (ωB97M-V with the def2-TZVPD basis set) on 2 unconnected molecules or ions with the total composition C2H9NS.

As for the energy above the lowest of the compared OMol25 structures with the same formula, charge and spin: 13.00 kcal/mol. As for the SMILES: CNC.S. The calculation puts the molecular weight at 79.2 g/mol. The value obtained for the HOMO energy is -9.3 eV. For the largest force on an atom, the calculation gives 0.61 eV Å⁻¹. The value obtained for the frontier orbital gap is 10.30 eV. The total energy is -534.50897 Eh.

The geometry in XYZ format:
```
13
Properties=species:S:1:pos:R:3:forces:R:3:nbo_charge:R:1
C -0.60040 1.65663 -0.88875 0.21 -0.05 0.38 -0.42
N -0.56714 1.39055 0.55295 0.02 0.54 -0.29 -0.61
C 0.54768 2.12048 1.16347 -0.17 -0.49 0.16 -0.42
H -0.65310 2.72553 -1.10760 0.05 0.19 -0.15 0.17
H -1.45118 1.17222 -1.35052 -0.15 -0.19 -0.07 0.20
H 0.31811 1.26489 -1.32233 0.01 -0.03 -0.19 0.19
H -1.40749 1.81407 0.93227 -0.12 -0.33 0.13 0.34
H 0.48974 3.20124 1.00577 0.00 0.14 0.11 0.17
H 0.56905 1.87484 2.22641 0.04 0.27 0.00 0.20
H 1.48637 1.77761 0.74042 0.15 -0.11 -0.13 0.19
S 0.28437 -2.53407 -0.46453 0.04 -0.14 -0.13 -0.30
H 0.25776 -2.61758 0.86792 -0.01 0.04 0.08 0.14
H 0.19465 -1.20213 -0.44528 -0.06 0.16 0.10 0.15
```
Forces are in eV/Å.



Which value of largest force on an atom does entry 3 give? 0.61 eV Å⁻¹



What is the molecular weight in the first record? 457.7 g/mol



Look up the molecular weight of the second one. 783.4 g/mol



Which of these has the lowest molecular weight? C2H9NS